Below is F2HNS in the gas phase at a distorted geometry, with properties calculated with wB97M-V/def2-TZVPD.

The calculation puts the frontier orbital gap at 9.4 eV. Its max |F| is 3.59 eV/A. The electronic energy is -17771.3595 eV. The relative energy (zero: lowest compared OMol25 entry of this formula, charge and spin) comes out at 88.43 kcal/mol. For the HOMO energy, the calculation gives -10.280 eV.

```
5
F2HNS | the OMol25 dataset | wB97M-V/def2-TZVPD
F 0.519 1.634 0.362
N 0.643 0.286 0.270
F 1.047 0.225 -0.959
S -1.286 -0.460 0.033
H -0.923 -1.684 0.294
```